[1]
# C3H5O2S2

The ion C3H5O2S2 with charge -1 at a distorted geometry (ωB97M-V/def2-TZVPD, the Open Molecules 2025 dataset).

Results
Strongest force on any atom: 2.32 eV/Å
Total charge: -1
Molecular weight: 137.21 g mol⁻¹
Frontier orbital gap: 6.9 eV
Relative energy (zero: lowest compared OMol25 entry of this formula, charge and spin): 20.6 kJ/mol
Structure (SMILES): O=C([O-])CCSS
LUMO: 2.8 eV
Highest occupied orbital energy: -4.08 eV

```
12
Properties=species:S:1:pos:R:3:forces:R:3:mulliken_charge:R:1
O -1.210 2.223 1.867 -0.33 -0.19 -0.16 -0.721
C -0.823 1.844 0.748 1.68 -0.69 1.32 0.449
O -0.992 2.291 -0.383 -0.67 0.29 -0.91 -0.676
C 0.353 0.667 0.779 -1.34 1.65 -0.93 -0.697
C 0.065 -0.249 -0.421 0.67 0.03 0.83 -0.392
S 1.375 -1.531 -0.375 -0.54 -0.17 0.28 -0.095
S 0.785 -2.930 -1.755 -0.41 -0.22 -0.24 -0.286
H 1.190 1.359 0.621 0.31 -0.69 0.05 0.236
H 0.402 0.174 1.751 -0.04 -0.09 -0.20 0.355
H -0.945 -0.643 -0.273 0.31 -0.43 -0.22 0.344
H 0.138 0.241 -1.385 -0.16 0.29 0.16 0.360
H -0.339 -3.447 -1.175 0.52 0.21 0.00 0.124
```
Positions in Å, forces in eV/Å.


[2]
# C15H23N3O3S

An isolated molecule of C15H23N3O3S (ωB97M-V/def2-TZVPD, the Open Molecules 2025 dataset).

Results
Strongest force on any atom: 0.70 eV/Å
Molecular weight: 325.43 g mol⁻¹
Frontier orbital gap: 9.0 eV
Relative energy (zero: lowest compared OMol25 entry of this formula, charge and spin): 80.4 kJ/mol
Structure (SMILES): CCOC(=O)N1CCC(NCCNC(=O)c2cccs2)CC1
LUMO: 0.4 eV
Highest occupied orbital energy: -8.63 eV

```
45
Properties=species:S:1:pos:R:3:forces:R:3:mulliken_charge:R:1
C 0.800 -4.541 0.870 -0.21 0.39 -0.17 -1.077
C -0.065 -3.783 -0.121 -0.06 -0.47 -0.18 -0.345
O -0.395 -2.512 0.434 -0.05 0.16 0.20 -0.280
C -1.591 -1.997 0.057 0.08 -0.08 0.07 0.825
O -2.343 -2.543 -0.719 -0.15 -0.25 -0.32 -0.672
N -1.847 -0.822 0.665 0.10 0.07 -0.03 0.134
C -0.916 -0.150 1.551 0.25 0.01 0.37 -0.284
C -1.070 1.367 1.418 0.13 -0.22 -0.35 -1.116
C -1.373 1.711 -0.045 -0.16 -0.08 0.43 0.224
N -1.207 3.133 -0.269 -0.22 0.23 -0.02 -0.181
C -0.598 3.543 -1.515 0.47 0.01 0.15 -0.524
C 0.936 3.573 -1.381 -0.35 0.37 -0.16 -0.917
N 1.517 2.257 -1.298 -0.08 -0.08 -0.24 -0.142
C 2.047 1.765 -0.153 0.09 0.15 -0.05 0.451
O 2.198 2.428 0.857 0.01 0.02 0.16 -0.670
C 2.461 0.352 -0.208 0.12 -0.69 -0.06 0.140
C 3.127 -0.313 0.785 -0.23 0.42 -0.21 -0.394
C 3.405 -1.654 0.463 0.01 -0.19 -0.13 -0.481
C 2.942 -2.001 -0.767 -0.15 0.19 -0.23 -0.513
S 2.153 -0.700 -1.555 0.24 0.01 0.52 -0.207
C -2.775 1.181 -0.407 0.25 -0.12 0.04 -0.719
C -3.071 -0.111 0.370 -0.30 -0.06 -0.23 -1.108
H 1.088 -5.499 0.445 0.05 -0.12 -0.03 0.395
H 1.693 -3.967 1.100 0.12 -0.01 0.06 0.169
H 0.251 -4.713 1.792 -0.03 -0.06 0.10 0.330
H -0.991 -4.324 -0.341 0.22 0.09 -0.01 0.428
H 0.469 -3.622 -1.066 -0.11 -0.01 0.09 0.210
H -1.091 -0.467 2.586 0.10 0.01 -0.03 0.187
H 0.097 -0.451 1.274 -0.08 0.09 0.07 0.154
H -0.149 1.861 1.722 -0.03 0.01 0.04 0.392
H -1.876 1.738 2.052 -0.09 0.07 0.07 0.333
H -0.636 1.187 -0.661 -0.07 0.03 0.04 0.168
H -2.065 3.633 -0.079 0.05 -0.03 -0.09 0.357
H -0.874 2.892 -2.361 -0.03 0.08 -0.02 0.247
H -0.925 4.557 -1.749 -0.02 -0.04 -0.06 0.447
H 1.367 4.105 -2.235 0.03 0.01 0.06 0.402
H 1.201 4.085 -0.454 -0.03 0.04 -0.17 0.371
H 1.393 1.644 -2.089 0.08 0.05 0.09 0.264
H 3.404 0.167 1.706 0.03 0.15 0.14 0.513
H 3.931 -2.330 1.114 0.08 -0.14 0.08 0.496
H 3.019 -2.947 -1.267 0.03 -0.22 -0.06 0.546
H -2.834 0.998 -1.481 -0.06 0.04 -0.04 0.256
H -3.528 1.931 -0.151 -0.01 0.06 -0.01 0.397
H -3.569 0.119 1.317 -0.02 -0.02 -0.05 0.342
H -3.709 -0.780 -0.208 0.01 0.11 0.18 0.453
```
Positions in Å, forces in eV/Å.


[3]
# C15H34Cl2NO5RbSSe4Si

A structure of composition C15H34Cl2NO5RbSSe4Si (ωB97M-V/def2-TZVPD, the Open Molecules 2025 dataset).

Results
Strongest force on any atom: 0.49 eV/Å
Total charge: -2
Molecular weight: 840.81 g mol⁻¹
Frontier orbital gap: 4.9 eV
Relative energy (zero: lowest compared OMol25 entry of this formula, charge and spin): 0.0 kJ/mol
LUMO: 3.9 eV
Highest occupied orbital energy: -1.03 eV

```
64
Properties=species:S:1:pos:R:3:forces:R:3:mulliken_charge:R:1
Rb 0.132 0.456 -0.802 0.22 -0.29 -0.07 0.949
C 0.084 -0.171 4.795 -0.04 0.00 0.05 -1.460
C -0.343 0.155 3.366 0.10 -0.02 -0.03 1.791
C -0.572 1.653 3.192 -0.12 0.02 0.02 -1.356
C -1.611 -0.611 3.010 -0.08 0.02 0.03 -1.511
O 0.657 -0.282 2.441 0.00 -0.03 -0.18 0.611
Si 2.312 -0.140 2.447 0.07 -0.10 0.10 -0.598
S 3.041 -0.485 0.581 0.04 -0.08 0.00 -0.715
O 2.940 -1.122 3.656 -0.09 -0.09 0.09 0.040
C 3.281 -2.500 3.686 0.02 0.13 -0.08 1.828
C 2.326 -3.330 2.836 0.03 -0.05 0.04 -1.408
C 3.188 -2.925 5.150 0.03 0.03 0.01 -1.805
C 4.711 -2.657 3.172 0.01 -0.05 0.09 -1.783
O 2.562 1.344 3.151 -0.02 0.12 -0.09 -0.261
C 3.739 1.952 3.663 -0.06 -0.14 -0.06 1.799
C 4.995 1.421 2.978 0.06 0.06 0.07 -1.510
C 3.794 1.672 5.165 0.02 0.03 0.02 -1.443
C 3.590 3.447 3.400 0.01 0.01 0.01 -1.856
H -0.693 0.140 5.499 -0.02 0.01 0.00 0.544
H 1.012 0.339 5.049 0.01 0.02 -0.02 0.069
H 0.244 -1.245 4.906 0.00 -0.01 -0.01 0.197
H -1.401 1.980 3.826 0.00 0.00 0.00 0.446
H -0.831 1.880 2.157 0.02 -0.01 0.00 0.320
H 0.322 2.215 3.454 0.05 -0.01 0.00 0.006
H -2.409 -0.375 3.718 0.00 0.00 0.01 0.388
H -1.427 -1.687 3.036 0.03 -0.02 0.02 0.306
H -1.971 -0.354 2.013 0.05 0.02 0.00 0.262
H 1.292 -3.154 3.141 0.00 0.01 0.04 0.240
H 2.548 -4.395 2.938 -0.01 0.01 0.00 0.444
H 2.439 -3.041 1.792 0.05 0.02 -0.03 0.229
H 2.165 -2.804 5.508 -0.02 0.01 0.01 0.349
H 3.840 -2.295 5.758 0.00 0.01 0.00 0.359
H 3.486 -3.967 5.281 0.00 -0.02 -0.04 0.393
H 4.772 -2.301 2.144 -0.02 0.03 -0.03 0.284
H 5.029 -3.702 3.215 0.00 -0.01 -0.01 0.463
H 5.390 -2.063 3.790 0.00 0.00 0.00 0.360
H 5.132 0.360 3.187 -0.02 -0.02 0.02 0.116
H 5.872 1.965 3.342 0.00 0.00 -0.01 0.509
H 4.919 1.534 1.898 -0.01 0.03 -0.04 0.309
H 3.812 0.595 5.334 0.01 -0.03 -0.02 0.045
H 2.908 2.083 5.653 -0.02 0.01 0.00 0.306
H 4.682 2.121 5.618 0.02 0.02 -0.01 0.477
H 3.515 3.627 2.327 0.00 -0.01 -0.02 0.404
H 4.444 4.004 3.794 0.02 -0.01 0.02 0.410
H 2.679 3.820 3.871 -0.02 -0.01 0.00 0.349
Se -1.015 1.138 -4.013 -0.13 -0.03 -0.07 -0.759
Se -2.443 -0.594 -3.271 -0.04 0.03 0.00 -0.191
Se -4.679 0.123 -2.919 0.19 0.03 0.10 -0.257
Se -5.030 0.427 -0.616 -0.08 -0.06 -0.13 -0.690
N -3.332 3.428 -2.508 0.06 -0.08 0.05 -0.765
C -2.636 2.751 -1.412 -0.12 0.12 0.03 0.698
C -1.323 3.430 -1.132 -0.01 0.10 0.02 0.133
O -1.170 4.603 -1.741 -0.06 0.03 -0.02 -0.516
O -0.485 2.981 -0.379 -0.01 0.47 0.13 -0.553
H -4.327 3.283 -2.386 -0.03 -0.03 0.00 0.289
H -3.077 2.930 -3.362 0.01 0.00 -0.04 0.230
H -1.998 4.676 -2.284 0.03 -0.01 0.01 0.433
H -2.465 1.695 -1.621 0.05 0.02 0.09 -0.326
H -3.236 2.779 -0.498 0.02 0.03 -0.07 0.330
Cl -0.446 -5.209 0.222 0.00 -0.01 0.01 -0.234
C 0.123 -3.527 0.064 0.11 0.10 0.05 0.620
Cl -1.192 -2.396 -0.215 -0.27 -0.32 -0.05 -0.045
H 0.805 -3.487 -0.777 -0.01 0.00 0.03 0.280
H 0.619 -3.257 0.986 -0.02 0.01 -0.05 -0.572
```
Positions in Å, forces in eV/Å.


Question: Which of these has the lowest molecular weight?
Answer: C3H5O2S2


Question: Which formula does entry 1 have?
Answer: C3H5O2S2


Question: relative energy (zero: lowest compared OMol25 entry of this formula, charge and spin) of number 1 (C3H5O2S2)?
Answer: 20.6 kJ/mol